1.
133
Properties=species:S:1:pos:R:3 method="wB97M-V/def2-TZVPD" charge=+1 gap_ev=7.00 homo_energy_ev=-9.873 spin_multiplicity=1
C 4.237 4.074 -0.925
H 5.965 1.860 0.157
C -4.176 4.399 0.787
H -0.682 1.527 -6.882
C -3.152 -0.050 1.828
H -3.890 -0.968 -4.975
H -5.696 -2.231 0.484
Br -9.072 5.939 0.459
C -2.553 -6.303 1.466
C -3.689 -1.166 0.997
C -0.403 2.929 -4.694
C -2.964 -5.243 2.430
H 0.186 -10.421 1.766
C 3.694 -4.169 4.761
N 2.362 1.541 -1.229
C 6.778 4.428 -0.826
C -0.563 -10.504 2.548
H -6.889 5.235 -2.847
H 6.519 3.940 -1.822
H -8.212 3.163 8.122
C -6.083 -0.633 1.996
Br 4.661 4.717 3.457
C -2.933 0.970 -5.675
Br 8.906 -0.952 0.064
C 1.215 -0.249 -3.536
H -2.074 -0.978 -3.567
H -4.607 -0.257 -6.553
Br 0.362 -11.040 4.164
C -0.555 0.871 -5.972
C 0.219 -5.834 -4.652
C -1.542 -1.529 -0.083
Br -4.314 -10.961 5.342
Br -5.478 3.851 -0.536
Br -0.904 -5.810 -6.227
H 8.293 4.027 0.742
H 5.391 4.596 0.983
H 0.684 -2.388 -3.509
H -0.112 -1.546 -4.893
H 0.244 0.106 -6.253
H -2.199 -4.235 -1.439
Br -1.387 -8.758 2.733
Br 2.023 -3.485 5.459
Br 7.546 4.386 4.813
H 0.675 4.166 -0.799
Br 6.911 -2.547 2.002
H -2.444 -7.381 1.816
Br -6.080 7.579 -2.850
C -4.043 0.733 2.737
C -2.404 -4.508 -0.352
C 1.740 0.956 -0.278
Br 6.416 7.311 4.141
C 8.598 -1.607 1.861
C -7.932 5.939 2.026
Br -9.997 4.223 6.763
N 0.710 1.126 -3.724
H -7.188 -0.829 2.096
Br -8.952 6.142 3.656
C 11.835 0.788 -2.205
H 6.305 2.777 1.714
Br 13.009 0.173 -3.616
C 1.651 3.904 -1.300
C -5.531 0.477 2.870
Br 1.645 -4.528 -4.765
H 7.320 5.391 -1.053
C 5.373 4.835 -0.127
C -3.120 -3.806 2.028
H 2.728 3.293 0.632
Br -0.817 -5.637 -3.026
N -2.918 -2.019 0.104
C 5.970 5.498 4.652
C -1.174 -1.331 -2.976
C -5.180 -1.430 1.092
O -1.760 0.130 -5.792
C 0.874 2.334 -2.983
C -2.827 -3.407 0.603
C -2.247 -5.937 0.046
Br -7.073 3.208 5.915
H -2.065 0.225 1.787
H 0.690 -6.813 -4.611
H 11.829 0.019 -1.438
Br 8.749 -0.194 3.176
H -2.180 -12.228 5.306
H -3.082 1.686 -6.533
H -6.188 1.084 3.559
N -0.056 1.577 -4.769
H 2.047 -0.394 -4.309
H 2.659 5.069 0.277
H 3.702 -5.240 4.946
H 9.383 -2.327 2.076
H -1.915 -6.728 -0.694
N 0.188 3.441 -3.530
C -8.175 3.920 7.342
Br 12.492 2.409 -1.377
Br 5.221 -3.422 5.684
C 0.172 -1.414 -3.797
H 8.336 2.872 -0.669
C 6.793 2.304 0.801
Br -1.838 -11.841 1.973
N 1.593 2.505 -1.874
Br 10.011 0.987 -2.824
H -4.371 5.445 1.011
Br -3.746 -14.074 5.853
Br -2.367 4.293 0.103
H 1.691 -0.463 -2.544
H -4.922 0.519 -4.858
C -3.039 -12.276 5.970
H -7.452 4.964 2.070
H -3.413 -3.048 2.801
C -6.855 5.987 -3.630
H -1.435 -2.397 -2.659
H 7.518 1.514 1.167
H -3.655 1.576 3.372
O 1.328 0.680 0.774
Br -4.380 3.416 2.444
H 1.927 4.669 -2.097
H 4.534 2.999 -1.124
Br -2.403 -11.866 7.752
Br -8.676 6.285 -4.211
Br -6.519 7.261 1.891
C 7.640 3.417 0.049
S -0.353 -2.096 0.925
C 2.821 4.045 -0.203
H -3.168 -5.489 3.515
Br -1.424 4.077 -5.863
H -2.853 1.493 -4.661
H 4.086 4.568 -1.944
Br -7.396 5.507 8.128
H 5.512 5.548 5.637
Br 3.823 -3.925 2.843
Br -5.752 5.273 -5.055
H 5.263 5.967 -0.219
S -1.099 -0.327 -1.431
C -4.185 -0.025 -5.536

2.
18
Properties=species:S:1:pos:R:3 method="wB97M-V/def2-TZVPD" charge=0 gap_ev=8.11 smiles="CC1=CN(C#N)[C@H]([N+](=O)[O-])C1" homo_energy_ev=-8.811 spin_multiplicity=1
H -0.759 -0.334 1.908
H -3.028 -0.029 -0.110
C -0.502 -0.626 0.886
N 1.635 -1.360 -0.093
H -2.564 0.774 -1.712
C -0.105 1.123 -0.651
H -0.780 -1.667 0.630
O 0.981 -2.350 -0.383
N 2.694 2.515 0.964
C 1.006 -0.488 0.804
C -2.308 -0.076 -0.917
H -0.263 1.886 -1.270
H -2.242 -1.080 -1.430
C 1.856 1.931 0.473
C -0.969 0.213 -0.253
H 1.579 -0.451 1.668
N 1.072 1.046 0.025
O 2.697 -1.026 -0.539

3.
200
Properties=species:S:1:pos:R:3 method="wB97M-V/def2-TZVPD" charge=+3 gap_ev=5.71 homo_energy_ev=-11.542 spin_multiplicity=1
H 4.102 12.781 25.224
H 11.257 10.135 19.395
C 7.403 5.112 24.459
O 8.911 6.460 15.139
H 2.638 16.269 22.631
H 6.485 11.759 20.695
H 6.583 14.227 26.567
H 0.329 16.105 21.897
H 4.868 18.168 16.289
H 1.057 15.802 24.136
H 6.625 22.058 20.310
C 8.418 10.094 16.420
H 4.888 9.635 23.502
H 4.366 17.622 22.959
N 1.474 13.874 23.332
H 11.547 13.975 20.863
C 2.296 14.184 22.039
H 3.053 9.679 25.759
H 10.616 15.392 18.887
C 4.219 15.737 27.651
C 6.265 3.609 22.722
C 2.678 10.695 25.632
H 2.731 14.636 24.779
H 8.604 14.840 17.700
C 7.978 7.505 14.869
H 11.991 16.305 21.202
H 5.820 16.962 23.518
H 14.656 20.032 22.938
H -1.087 16.181 22.822
H 9.741 6.184 13.183
C 8.847 4.806 24.039
H 12.694 14.164 24.549
C 10.262 9.542 23.636
H 0.326 12.220 24.007
H 3.833 4.991 22.052
C 9.436 15.412 22.302
H 8.570 6.929 19.307
H 9.995 11.887 21.374
H 2.955 5.615 23.354
N 11.858 15.794 23.253
C 3.178 15.377 22.319
C 11.431 10.536 23.375
H 9.540 5.009 24.855
H 7.794 13.622 24.348
O 11.537 11.703 24.025
C 7.200 7.977 16.079
O 7.459 14.635 19.423
H 13.136 17.811 24.898
H 11.361 17.763 22.550
C 6.878 7.355 22.488
C 0.481 14.980 23.709
O 10.281 15.108 15.064
H 9.263 5.537 23.339
C 9.463 14.693 15.830
H -0.183 14.585 24.475
H 8.494 8.313 14.344
H 11.503 15.085 17.419
H 1.556 14.265 21.244
C 3.472 12.585 24.354
H 5.724 17.265 20.869
C 8.308 13.860 15.370
H 13.802 15.500 24.257
H 12.336 9.943 23.561
H 7.382 14.435 15.432
H 7.568 10.687 16.092
H 10.531 13.699 18.274
C 10.006 6.322 14.230
H -0.778 14.633 21.982
H 6.576 9.524 24.037
H 7.298 3.355 22.493
C 6.320 14.662 25.601
C 11.669 17.308 23.491
C 5.781 9.755 18.063
H 9.038 9.846 15.564
C 6.429 19.502 19.522
H 6.380 22.768 21.889
H 6.887 8.141 18.778
H 7.320 20.252 21.891
C 0.694 12.601 23.058
H 1.430 11.902 22.668
N 5.765 19.414 20.877
H 8.108 6.281 17.803
N 6.370 4.983 23.339
H 9.082 16.431 22.482
C 9.247 8.121 17.610
H 6.404 8.623 15.711
O 11.605 10.714 21.923
H 10.886 17.310 24.247
H 3.922 15.550 21.538
C 10.995 11.168 19.646
H 7.481 19.794 19.562
H -0.119 12.743 22.351
H 7.121 18.077 21.533
H 3.870 15.182 23.145
C 6.293 18.304 18.594
H 6.148 13.424 21.205
O 4.940 17.900 18.418
O 8.125 12.666 18.674
N 9.449 15.199 17.229
H 3.997 20.426 20.191
C 8.945 6.781 18.292
C 6.030 18.046 21.565
H 4.061 12.752 23.454
C 6.749 5.842 22.171
C 10.545 15.042 23.262
C 12.919 18.163 23.880
C 10.480 10.941 21.101
C -0.323 15.473 22.500
H 10.815 7.028 14.427
H 7.139 7.824 21.533
H 9.911 7.994 16.756
H 7.711 7.565 23.163
H 12.671 19.185 24.180
H 4.409 19.496 17.203
H 5.686 3.628 21.804
H 5.216 9.791 18.995
H 10.757 13.971 23.187
C 6.044 21.973 21.227
C 5.035 5.250 24.026
C 5.880 9.275 23.232
H 12.799 13.481 22.039
O 4.987 15.111 25.477
H 10.434 5.374 14.559
H 6.973 17.458 18.712
N 7.971 8.806 17.098
O 13.926 18.068 22.902
H 8.966 10.585 17.223
H 7.106 15.413 25.443
C 5.437 17.817 22.960
H 9.851 8.746 18.268
H 5.038 6.298 24.323
H 6.418 12.704 24.535
F 5.295 15.471 28.414
F 3.438 14.631 27.654
H 7.327 7.009 14.144
F 8.999 9.956 23.416
H 11.859 11.819 19.529
H 6.689 18.675 17.639
H 7.802 9.650 18.908
C 7.556 13.365 19.526
H 3.299 18.133 17.270
H 9.786 10.103 21.172
H 8.558 14.772 22.357
H 5.836 2.884 23.410
H 5.852 10.767 17.663
H 9.728 15.374 21.250
H 5.458 16.918 26.261
C 6.708 13.749 24.412
H 12.458 15.760 25.296
H 10.214 11.507 18.964
O 5.656 7.896 22.957
H 8.916 3.799 23.636
H 15.327 18.888 24.132
H 5.734 20.384 22.737
H 3.455 3.980 23.442
H 9.737 6.039 18.362
H 3.095 11.245 26.478
C 4.573 16.272 26.233
H 6.737 7.176 16.650
H 4.983 4.787 25.009
H 9.347 16.211 17.205
C 14.971 18.999 23.105
H 2.813 13.274 21.738
H 6.036 5.616 21.380
H 6.454 14.249 23.477
C 4.268 19.545 20.769
H 7.216 4.325 25.189
H 5.127 9.190 17.397
H 3.944 18.659 20.228
H 4.969 22.070 21.094
C 3.806 4.969 23.141
H 7.606 12.639 21.622
C 12.752 15.240 24.385
O 3.538 16.850 25.536
H 7.218 6.081 24.916
F 10.420 8.473 22.818
C 10.656 14.745 18.012
H 15.748 18.699 22.406
H 7.707 5.488 21.793
H 8.191 13.071 16.121
H 3.796 19.583 21.748
C 6.907 12.761 20.789
F 10.275 9.051 24.899
H 1.832 13.398 25.462
C 6.274 20.549 21.810
C 7.090 9.095 18.293
C 12.516 14.226 21.291
F 3.476 16.625 28.357
C 2.365 13.631 24.538
O 3.067 11.228 24.347
H 10.184 15.185 24.283
H 6.315 9.806 22.379
H 13.530 16.002 22.016
H 13.307 14.075 20.555
C 4.351 18.400 17.222
H 1.601 10.608 25.783
H 5.581 18.704 23.575
C 12.512 15.641 21.891
H 8.435 13.394 14.398
H 6.013 20.413 19.091

4.
63
Properties=species:S:1:pos:R:3 method="wB97M-V/def2-TZVPD" charge=+1 gap_ev="7.24 / 7.16" s_squared=3.98 homo_energy_ev="-11.254 / -11.225" spin_multiplicity=4
H -0.136 2.613 -1.702
C 2.374 -4.786 1.215
C 0.313 -3.923 2.173
C -0.236 4.205 0.185
H -0.340 4.428 -3.392
H 2.997 3.075 0.756
Mn -0.260 0.477 -0.093
H 0.174 5.043 -0.395
C 2.030 2.921 -1.997
C 1.181 2.372 -4.246
C -1.778 0.679 -1.676
C -2.349 3.748 -3.879
C -1.064 1.554 -5.053
H -3.038 0.893 -5.628
H -4.187 2.833 -4.553
C -3.099 2.753 -4.514
H -2.825 4.615 -3.418
C 0.566 -0.216 2.180
H -2.132 1.491 -2.314
H -1.707 -0.220 2.425
H 2.354 0.732 1.088
C 0.826 3.106 0.261
H 3.316 -4.593 0.705
C 0.483 1.955 1.156
N 1.772 3.381 -3.303
H -0.317 -0.324 -3.053
C -0.830 1.666 1.667
C -0.953 3.644 -3.839
H 2.623 -6.913 1.468
O 1.756 -2.396 1.276
O -0.224 -2.698 2.470
B 0.704 -1.746 1.951
C -0.312 2.525 -4.376
C 2.113 3.714 0.846
C -2.456 1.662 -5.113
H -1.604 2.430 1.774
H -0.545 0.711 -5.517
C -2.349 0.268 -0.434
H -0.855 -5.214 3.421
H 2.352 4.695 0.421
C -0.002 -5.137 2.748
C 1.995 -6.050 1.691
H 0.578 -7.215 2.817
C 1.502 -3.743 1.431
C 1.283 0.749 1.279
C -0.709 -1.310 -1.035
O 3.143 2.844 -1.469
C -0.802 -0.302 -2.074
C -0.844 0.289 2.006
H 1.942 3.883 1.923
H -3.168 0.800 0.055
C 0.835 -6.222 2.451
H 2.664 3.726 -3.669
H 1.413 1.339 -3.909
H 1.017 1.314 -1.168
H -1.154 3.880 -0.320
H -0.512 4.579 1.177
C -1.710 -0.977 -0.035
H -1.980 -1.610 0.806
H 0.934 -0.157 3.221
H 1.663 2.514 -5.227
C 0.837 2.454 -1.186
H -0.036 -2.170 -1.042

5.
29
Properties=species:S:1:pos:R:3 method="wB97M-V/def2-TZVPD" charge=0 gap_ev=9.04 homo_energy_ev=-8.230 spin_multiplicity=1
C 0.082 -1.352 -0.222
H 2.200 1.722 -3.046
H 0.238 0.431 -2.408
H 1.071 -3.133 -0.265
H 0.053 -0.102 1.487
H 1.386 1.873 -0.235
H -1.518 1.841 1.645
H 1.783 -1.362 -1.344
H 0.927 -2.137 1.353
H 0.051 2.267 1.745
C -1.800 -0.775 1.257
N 0.521 1.617 -0.815
Cl -2.071 1.421 -1.163
C -0.690 1.468 -0.132
C 0.492 -2.600 0.460
H -1.189 -0.559 3.345
H 2.932 0.820 -1.490
C -0.811 2.396 1.012
N 1.211 -0.689 -0.841
C 2.254 0.822 -2.332
H -3.017 -0.933 2.947
C 0.960 0.497 -1.613
H -0.961 3.463 0.709
C -0.578 -0.373 0.669
Cl -1.071 -1.784 -1.531
H 2.617 0.089 -2.947
C -2.029 -0.761 2.557
H -0.288 -3.347 0.572
H -2.757 -0.821 0.624

no.,E_tot (Eh),maximum force (eV/Å)
1,-90344.69526,5.35
2,-547.38372,5.47
3,-3922.61522,3.39
4,-2540.44661,2.33
5,-1382.32897,4.23